The following is a DFT calculation (ωB97M-V with the def2-TZVPD basis set) of a structure of composition C32H70AlF6MgN3O3 at a distorted geometry.

Summary:
- E_LUMO: -5.386 eV
- Molar mass: 710.2 g mol⁻¹
- E_HOMO: -7.1 eV

CARTESIAN COORDINATES (ANGSTROEM)
1 C 4.1785 0.1687 1.7333
2 C 3.4746 -0.2663 0.4525
3 C 3.1324 -1.7610 0.4688
4 C 2.6888 -2.2961 -0.8944
5 C 2.1631 -3.7487 -0.8875
6 C 1.0587 -3.9939 0.1555
7 C 0.0697 -5.1267 -0.1407
8 C -0.5921 -5.0590 -1.5283
9 C -2.0652 -5.4971 -1.5416
10 C -2.9182 -4.8691 -2.6627
11 C -4.1864 -4.2004 -2.1197
12 C -3.7859 -2.9195 -1.3647
13 C -4.6976 -2.6437 -0.1608
14 N -4.8656 -1.1551 0.0480
15 C -3.5688 -0.3167 -0.0752
16 C -4.0194 1.1407 0.1062
17 C -4.5809 1.5376 1.4871
18 C -5.8582 2.3788 1.4108
19 C -5.7314 3.6114 0.5073
20 C -2.6749 -0.8165 1.0741
21 C -1.6347 0.1846 1.6243
22 C -0.2592 -0.4483 1.7589
23 F 0.5034 0.2198 2.7302
24 C -3.0423 -0.5289 -1.5415
25 C -1.5132 -0.7056 -1.6507
26 C -0.6862 0.5820 -1.6508
27 C -1.0177 1.5907 -2.7663
28 C 0.2267 2.1282 -3.4987
29 C 1.4030 2.4052 -2.5302
30 N 2.5606 1.5497 -2.6617
31 C -3.7740 -1.6774 -2.2464
32 H 5.1932 -0.2392 1.7781
33 H 3.6090 -0.1680 2.6071
34 H 4.2705 1.2569 1.8086
35 H 2.5591 0.3303 0.3117
36 H 4.1102 -0.0433 -0.4154
37 H 4.0236 -2.3153 0.7980
38 H 2.3529 -1.9318 1.2248
39 H 3.5517 -2.2425 -1.5700
40 H 1.8937 -1.6419 -1.2994
41 H 1.7888 -3.9936 -1.8896
42 H 3.0042 -4.4269 -0.6961
43 H 0.5231 -3.0484 0.3526
44 H 1.5711 -4.2480 1.0955
45 H -0.7281 -5.0753 0.6170
46 H 0.5562 -6.0961 0.0194
47 H -0.0357 -5.7064 -2.2176
48 H -0.5074 -4.0366 -1.9305
49 H -2.5028 -5.2323 -0.5656
50 H -2.1362 -6.5890 -1.6054
51 H -2.3266 -4.1074 -3.1928
52 H -3.1840 -5.6151 -3.4187
53 H -4.7124 -4.8952 -1.4518
54 H -4.8659 -3.9320 -2.9397
55 H -2.7663 -3.0698 -0.9824
56 H -5.6987 -3.0615 -0.3078
57 H -4.3037 -3.0646 0.7678
58 H -5.2500 -0.9948 0.9829
59 H -5.5558 -0.7796 -0.6060
60 H -4.7623 1.3573 -0.6782
61 H -3.1523 1.7588 -0.1495
62 H -4.7718 0.6504 2.1116
63 H -3.8246 2.1137 2.0339
64 H -6.1092 2.7013 2.4269
65 H -6.6973 1.7498 1.0767
66 H -4.7038 3.9952 0.4946
67 H -6.3816 4.4185 0.8542
68 H -6.0109 3.4019 -0.5310
69 H -3.3329 -1.0670 1.9184
70 H -2.1975 -1.7666 0.8053
71 H -1.9391 0.4621 2.6396
72 H -1.5947 1.1157 1.0591
73 H -0.3878 -1.4676 2.1275
74 H 0.3181 -0.4276 0.8291
75 H -3.2871 0.3816 -2.1061
76 H -1.3126 -1.1983 -2.6136
77 H -1.1349 -1.3919 -0.8842
78 H 0.3649 0.2832 -1.7400
79 H -0.7619 1.0734 -0.6777
80 H -1.6880 1.1204 -3.5017
81 H -1.5834 2.4364 -2.3536
82 H 0.5401 1.4435 -4.2970
83 H -0.0465 3.0595 -4.0073
84 H 1.8420 3.3944 -2.6570
85 H 1.0544 2.3052 -1.4958
86 H 3.0375 1.6864 -3.5450
87 H 2.3779 0.5471 -2.5597
88 H -3.2772 -1.8716 -3.2026
89 H -4.8167 -1.4047 -2.4790
90 C 4.7377 6.4282 0.9336
91 C 4.3883 5.0544 0.4310
92 O 4.8163 4.0186 0.9017
93 N 3.4773 4.9727 -0.6064
94 C 2.7976 6.0455 -1.2732
95 H 5.4084 6.3816 1.7878
96 H 5.2126 7.0170 0.1463
97 H 3.8324 6.9495 1.2539
98 H 3.3095 4.0192 -0.9147
99 H 1.7107 5.9559 -1.1716
100 H 3.0358 6.0507 -2.3406
101 H 3.1009 6.9981 -0.8491
102 C 4.0838 -2.4963 3.9168
103 O 5.0166 -3.0848 3.1973
104 H 3.0841 -2.4137 3.4483
105 H 3.9219 -2.9762 4.9180
106 H 4.3763 -1.4685 4.2592
107 Mg -0.2849 1.6296 4.6740
108 F 8.4757 7.1953 5.2682
109 Al 7.7714 6.3745 3.9792
110 F 8.9285 6.0068 2.8147
111 F 6.5871 7.3640 3.2692
112 F 7.0193 4.9740 4.5333
113 O 0.1578 -3.4705 3.5488
114 H 0.4416 -3.5832 2.6330
115 H 0.5484 -2.6251 3.8042
116 F 3.8622 3.3220 -2.3710



The following is a DFT calculation (ωB97M-V with the def2-TZVPD basis set) of a structure of composition C32H70F12KN2O22S4 at a distorted geometry.

Summary:
- E_LUMO: 0.408 eV
- Molar mass: 1230.2 g mol⁻¹
- ΔE to the lowest compared entry with this formula, charge and spin: 0.0 kJ/mol
- E_HOMO: -6.5 eV
- Net charge: -1

CARTESIAN COORDINATES (ANGSTROEM)
1 K 4.0794 -12.3321 0.7536
2 C 10.4947 -10.8292 -2.5868
3 F 11.4703 -10.1000 -2.0635
4 F 10.7548 -12.1467 -2.5416
5 F 9.3598 -10.5881 -1.8411
6 S 10.3060 -10.3722 -4.4349
7 O 11.6430 -10.6263 -5.0189
8 O 9.4057 -11.2967 -5.0649
9 N 9.9658 -8.7568 -4.4337
10 S 9.1950 -8.4622 -5.6868
11 O 9.8165 -8.9664 -6.9252
12 O 7.8086 -8.9049 -5.4398
13 C 9.2469 -6.4454 -5.7541
14 F 8.5492 -6.0205 -6.7573
15 F 8.7738 -6.0234 -4.6087
16 F 10.5025 -5.8847 -5.7398
17 C 4.7211 -10.8242 3.5794
18 F 4.0457 -10.2567 2.5170
19 F 4.5652 -10.0864 4.6967
20 F 4.2062 -12.0693 3.6267
21 S 6.5303 -11.0051 3.3251
22 O 7.1284 -9.7288 2.8616
23 O 7.0011 -11.4388 4.6543
24 N 6.3789 -12.1248 1.9714
25 S 7.8630 -12.6619 2.0787
26 O 9.0239 -11.7624 2.2347
27 O 7.9620 -13.8013 2.9700
28 C 8.2226 -13.5450 0.3635
29 F 7.4523 -14.6100 0.2583
30 F 7.8889 -12.7435 -0.6265
31 F 9.4217 -13.9827 0.3101
32 C 4.4682 -6.2025 0.2004
33 O 4.6961 -5.7698 1.5645
34 C 4.9933 -6.9538 2.4147
35 C 4.8750 -6.5067 3.8178
36 O 5.7086 -5.3308 4.0490
37 C 7.1432 -5.4840 4.1294
38 H 3.7720 -7.0201 0.0131
39 H 5.4156 -6.3881 -0.3056
40 H 4.1162 -5.2896 -0.2800
41 H 6.0671 -7.0990 2.2956
42 H 4.3313 -7.8083 2.2746
43 H 4.9791 -7.3995 4.4343
44 H 3.8682 -6.1520 4.0384
45 H 7.5355 -5.8016 3.1633
46 H 7.3075 -6.3095 4.8220
47 H 7.6641 -4.5688 4.4110
48 C 6.8601 -8.5801 7.1016
49 O 7.0116 -8.5768 8.5023
50 C 6.5745 -9.6319 9.2657
51 C 6.8974 -9.4292 10.7728
52 O 6.7148 -8.0398 11.1973
53 C 5.5193 -7.3131 10.7444
54 H 6.7369 -7.6449 6.5553
55 H 5.9399 -9.1474 6.9620
56 H 7.5942 -9.2924 6.7250
57 H 6.8011 -10.5929 8.8039
58 H 5.4929 -9.5945 9.1360
59 H 7.9447 -9.6017 11.0210
60 H 6.2819 -10.1208 11.3480
61 H 5.3427 -6.3900 11.2965
62 H 4.6326 -7.9441 10.6842
63 H 5.5892 -6.9554 9.7171
64 C 10.3166 -8.6472 3.6533
65 O 10.6923 -7.2666 3.6715
66 C 11.1580 -6.7734 4.8550
67 C 12.6229 -6.4555 4.6935
68 O 13.5153 -7.4413 4.1313
69 C 14.6683 -6.8559 3.5145
70 H 9.8789 -8.8032 2.6673
71 H 9.6001 -8.9366 4.4221
72 H 11.1848 -9.2932 3.7833
73 H 10.8412 -7.4024 5.6870
74 H 10.5769 -5.8957 5.1381
75 H 12.9568 -6.0999 5.6682
76 H 12.7201 -5.5205 4.1417
77 H 14.4110 -5.9778 2.9222
78 H 15.0667 -7.5315 2.7575
79 H 15.5158 -6.5318 4.1185
80 C 9.1054 -15.8260 -2.6406
81 O 9.7476 -16.3017 -3.8260
82 C 10.4162 -15.2948 -4.5663
83 C 9.3192 -14.6342 -5.5354
84 O 8.5286 -15.6161 -6.3003
85 C 9.0407 -15.9740 -7.6247
86 H 9.8446 -15.6269 -1.8646
87 H 8.2504 -16.4841 -2.4859
88 H 8.5435 -14.9236 -2.8817
89 H 11.2400 -15.6878 -5.1620
90 H 10.7958 -14.6357 -3.7855
91 H 9.6887 -13.8458 -6.1910
92 H 8.6093 -14.0393 -4.9607
93 H 9.2233 -15.0824 -8.2245
94 H 8.4346 -16.5796 -8.2985
95 H 9.9661 -16.5410 -7.5231
96 C 10.2907 -16.5130 2.6541
97 O 11.0039 -17.5108 3.3926
98 C 12.0040 -18.2121 2.6199
99 C 12.6522 -19.3873 3.3979
100 O 11.7486 -20.4848 3.5818
101 C 11.7965 -21.2767 2.4183
102 H 9.7728 -16.9845 1.8190
103 H 10.9532 -15.7762 2.1998
104 H 9.5248 -15.9779 3.2156
105 H 12.8076 -17.5136 2.3869
106 H 11.6136 -18.6550 1.7036
107 H 12.7423 -19.0300 4.4238
108 H 13.7060 -19.4902 3.1389
109 H 11.4321 -20.7220 1.5537
110 H 11.1139 -22.1209 2.5158
111 H 12.8312 -21.6173 2.3798
112 C 2.0204 -16.7301 4.3440
113 O 3.2981 -17.0263 3.9501
114 C 4.2145 -15.9326 3.8398
115 C 4.5575 -15.1323 5.0835
116 O 5.4377 -15.9926 5.8522
117 C 5.9973 -15.3075 6.9705
118 H 2.0275 -15.9721 5.1273
119 H 1.5077 -17.6379 4.6620
120 H 1.5719 -16.3138 3.4420
121 H 3.8030 -15.3698 3.0019
122 H 5.1050 -16.4773 3.5261
123 H 3.7717 -14.8003 5.7621
124 H 5.0144 -14.2068 4.7331
125 H 5.3117 -15.2760 7.8172
126 H 6.1509 -14.2770 6.6500
127 H 6.9180 -15.7569 7.3427
128 C 6.2927 -9.9339 -1.1436
129 O 5.1369 -10.6214 -1.5929
130 C 4.4007 -9.8372 -2.5735
131 C 3.0065 -10.5176 -2.8153
132 O 2.2580 -10.8125 -1.6267
133 C 1.0106 -11.2092 -1.9358
134 H 6.0431 -9.0019 -0.6365
135 H 6.9562 -9.6562 -1.9626
136 H 7.0037 -10.5851 -0.6351
137 H 4.8655 -9.6501 -3.5415
138 H 4.1548 -8.8410 -2.2057
139 H 3.2682 -11.4514 -3.3128
140 H 2.5139 -9.9530 -3.6069
141 H 1.0690 -12.0485 -2.6288
142 H 0.4632 -10.3926 -2.4065
143 H 0.5003 -11.5352 -1.0294